No. 1
This record from the Open Molecules 2025 dataset describes a molecular structure, C14H18N6O5S2W. The level of theory is the ωB97M-V functional and the def2-TZVPD basis.

Values from the calculation:
M	598.3	g mol⁻¹
spin multiplicity	3
orbital gap (alpha / beta)	7.03 / 8.35	eV
⟨S²⟩	2.02
energy above the lowest of the compared OMol25 structures with the same formula, charge and spin	0.00	kcal per mole
HOMO level (alpha / beta)	-13.22 / -14.53	eV
calculated total energy	-57471.5363	eV
charge	+2

```
46
C14H18N6O5S2W | the Open Molecules 2025 dataset | the ωB97M-V functional and the def2-TZVPD basis
W 2.28578 0.53086 -0.06347
N 0.13657 0.99637 -0.18850
C -0.46470 0.80247 1.16942
C -1.75052 1.58075 1.43024
C -3.04183 0.87465 1.01511
C -4.24941 1.60548 1.60198
N -5.51664 0.89438 1.41282
C -6.39202 1.07017 0.42699
N -6.17975 1.97149 -0.53041
N -7.49292 0.32183 0.38225
C 0.61303 1.12284 2.21701
O 0.35849 1.48383 3.31932
O 1.86840 0.89020 1.77835
H 0.03322 1.97102 -0.47000
H -0.34942 0.43891 -0.88713
H -0.64250 -0.27302 1.27171
H -1.67903 2.56031 0.94489
H -1.76956 1.77421 2.50428
H -3.03983 -0.14945 1.39717
H -3.13831 0.81062 -0.07309
H -4.33513 2.61897 1.20641
H -4.12330 1.72343 2.67781
H -5.78741 0.25728 2.14540
H -5.43344 2.63979 -0.46734
H -6.85250 2.10376 -1.26691
H -7.66923 -0.39527 1.06545
H -8.21304 0.48977 -0.30001
S 3.53384 4.23915 -2.63476
C 3.11700 3.02061 -1.78094
N 2.79508 2.06823 -1.10374
O 1.88040 -0.99343 -1.60636
C 2.63084 -1.78093 -0.95057
N 2.56007 -1.64612 0.39881
S 4.15451 -1.53035 0.86443
O 4.30167 -0.06094 0.58613
O 4.52293 -2.00124 2.14091
C 4.80774 -2.43193 -0.49984
C 6.07161 -2.93645 -0.69942
C 6.30732 -3.53638 -1.93505
C 5.32183 -3.59167 -2.91758
C 4.05582 -3.05416 -2.70478
C 3.80722 -2.49128 -1.46841
H 6.84053 -2.87195 0.05814
H 7.28115 -3.96155 -2.13618
H 5.54676 -4.06164 -3.86494
H 3.28868 -3.09363 -3.46560
```

Löwdin atomic charge list, values in e, 2 entries: number 1, W, carries 1.7147; number 2, N, carries -0.0178

---

No. 2
This record from the Open Molecules 2025 dataset describes C14H18N6OS in the gas phase in a non-equilibrium geometry. The level of theory is the ωB97M-V functional and the def2-TZVPD basis.

Values from the calculation:
SMILES	Cc1ccnc(N2CCC[C@H](C(=O)Nc3nnc(C)s3)C2)n1
M	318.4	g mol⁻¹
orbital gap	9.13	eV
energy above the lowest of the compared OMol25 structures with the same formula, charge and spin	34.27	kcal per mole
HOMO level	-8.41	eV
calculated total energy	-36634.5202	eV
charge	0

```
40
C14H18N6OS | the Open Molecules 2025 dataset | the ωB97M-V functional and the def2-TZVPD basis
C -0.40879 3.91380 4.54579
C -0.57944 2.65003 3.76625
C -0.68254 1.40879 4.39740
C -0.82385 0.30868 3.57186
N -0.87126 0.40111 2.25465
C -0.78412 1.63458 1.73858
N -0.90974 1.75958 0.39709
C -0.49621 2.96775 -0.27880
C 0.92687 2.80366 -0.81938
C 1.02321 1.56290 -1.70483
C 0.54018 0.32862 -0.94022
C 0.54062 -0.90383 -1.81429
O 0.55221 -0.89553 -3.02385
N 0.48879 -2.07585 -1.10417
C 0.43908 -3.30234 -1.70929
N 0.38701 -4.41440 -1.05654
N 0.34772 -5.47894 -1.85147
C 0.36876 -5.20874 -3.10492
C 0.33425 -6.22291 -4.17998
S 0.44526 -3.47770 -3.44636
C -0.89595 0.58798 -0.43701
N -0.62633 2.75692 2.45030
H -1.27747 4.07650 5.18174
H -0.29940 4.75368 3.86623
H 0.46910 3.84531 5.18572
H -0.64436 1.31596 5.46967
H -0.89595 -0.69683 3.96853
H -1.19177 3.15252 -1.10347
H -0.55063 3.78893 0.43492
H 1.61359 2.70597 0.02437
H 1.20885 3.69093 -1.38652
H 0.40511 1.68655 -2.59609
H 2.05239 1.41305 -2.03564
H 1.17845 0.15501 -0.06720
H 0.46283 -2.07631 -0.09371
H 1.22393 -6.14220 -4.80255
H -0.53732 -6.06964 -4.81443
H 0.29038 -7.21344 -3.73600
H -1.55322 0.76221 -1.29477
H -1.27024 -0.25238 0.14839
```

Löwdin atomic charge list, values in e, 2 entries: number 1, C, carries -0.0313; number 2, C, carries -0.3305

---

No. 3
This record from the Open Molecules 2025 dataset describes a molecular structure, C14H19AsClO3S4Tc in a non-equilibrium geometry. The level of theory is the ωB97M-V functional and the def2-TZVPD basis.

Values from the calculation:
M	571.9	g mol⁻¹
orbital gap (alpha / beta)	5.91 / 5.93	eV
energy above the lowest of the compared OMol25 structures with the same formula, charge and spin	31.75	kcal per mole
HOMO level (alpha / beta)	-15.30 / -15.31	eV
calculated total energy	-139852.2876	eV
charge	+2

```
43
C14H19AsClO3S4Tc | the Open Molecules 2025 dataset | the ωB97M-V functional and the def2-TZVPD basis
Tc 0.31223 0.20529 -0.98260
S -1.19329 -3.67833 2.00956
As -0.93854 -1.65947 1.33092
S -1.81221 -0.73888 -0.47475
S 0.90276 -0.40965 1.20006
S -2.08406 -2.00804 3.13670
Cl 3.95387 -1.68775 -0.92730
C 2.87389 -2.86633 -1.74988
C 1.50260 -2.52111 -1.23799
O 0.87735 -3.17909 -0.44941
O 1.02005 -1.31828 -1.63366
H 3.15652 -3.86888 -1.45187
H 2.98046 -2.71864 -2.82081
C 1.41040 2.29665 -3.52210
C -0.11751 2.44891 -3.60899
C -0.81107 1.08546 -3.63509
C -0.59256 3.40705 -2.53275
C -1.11689 4.63323 -2.86524
C -1.34118 5.60681 -1.89367
C -0.94339 5.38821 -0.57928
C -0.43843 4.17055 -0.17112
C 0.05986 3.98369 1.24208
C -0.82488 3.00009 2.04568
C 1.54561 3.58539 1.25015
C -0.37101 3.13500 -1.15134
O -0.09593 1.87391 -0.83574
H 1.80722 1.86120 -4.43844
H 1.71628 1.64040 -2.69182
H 1.89193 3.26244 -3.37584
H -0.33458 2.93623 -4.56086
H -0.35760 0.37138 -2.91402
H -0.67831 0.61750 -4.60940
H -1.87733 1.16382 -3.42739
H -1.33555 4.84863 -3.90328
H -1.78380 6.55188 -2.17838
H -1.03298 6.18886 0.14292
H -0.00270 4.96247 1.71721
H -0.26288 2.11200 2.32304
H -1.70996 2.70363 1.48031
H -1.16872 3.46739 2.96615
H 1.71287 2.61804 0.77238
H 1.89983 3.51490 2.27795
H 2.14905 4.32853 0.72932
```

Löwdin atomic charge list, values in e, 2 entries: number 1, Tc, carries 1.1657; number 2, S, carries 0.2857

---

No. 4
This record from the Open Molecules 2025 dataset describes a molecular structure, C14H19BN5ORhS2 in a non-equilibrium geometry. The level of theory is the ωB97M-V functional and the def2-TZVPD basis.

Values from the calculation:
M	451.2	g mol⁻¹
spin multiplicity	5
orbital gap (alpha / beta)	8.45 / 5.45	eV
⟨S²⟩	6.06
HOMO level (alpha / beta)	-14.47 / -14.97	eV
calculated total energy	-49663.6958	eV
charge	+2

```
43
C14H19BN5ORhS2 | the Open Molecules 2025 dataset | the ωB97M-V functional and the def2-TZVPD basis
Rh -0.14016 -0.08866 0.34572
C 3.04250 -0.46048 2.48360
N 2.63045 -1.51761 1.55863
C 2.74423 -2.88498 1.69054
C 2.34063 -3.46475 0.56293
N 1.92076 -2.48562 -0.33773
B 1.51373 -2.78423 -1.83829
N 0.27007 -1.90890 -2.32457
C 0.09234 -1.52636 -3.64820
C -0.99316 -0.77680 -3.77659
N -1.55846 -0.61982 -2.52631
C -2.74576 0.13259 -2.16897
C -0.76538 -1.37376 -1.63398
S -1.48809 -1.90566 -0.14674
C 2.13297 -1.28691 0.23114
S 2.14836 0.26740 -0.37639
H 3.66715 -0.85150 3.28658
H 2.12656 0.01964 2.85878
H 3.55451 0.31288 1.90743
H 3.06776 -3.34770 2.61803
H 2.24093 -4.50080 0.24641
H 1.21461 -3.97063 -1.83714
H 2.44620 -2.48500 -2.53942
H 0.79605 -1.84648 -4.41979
H -1.42235 -0.30769 -4.67462
H -2.50130 1.18875 -2.07237
H -3.07398 -0.25386 -1.17499
H -3.55592 -0.04609 -2.87235
O -0.20220 0.38530 2.61394
C -1.32300 1.30276 2.85704
C -1.29414 2.28644 1.72920
C -1.83810 3.58619 1.93227
C -1.99582 4.39871 0.83010
C -1.35226 3.98933 -0.33941
C -0.79489 2.73490 -0.47141
N -0.80657 1.82767 0.54656
H -0.36441 -0.50443 2.98857
H -1.14518 1.82672 3.79594
H -2.27068 0.72981 2.89729
H -2.19795 3.85476 2.91750
H -2.54815 5.32389 0.84809
H -1.28516 4.63744 -1.19256
H -0.28674 2.39357 -1.37448
```

Löwdin atomic charge list, values in e, 2 entries: number 1, Rh, carries 0.7692; number 2, C, carries -0.0089

---

No. 5
This record from the Open Molecules 2025 dataset describes a molecular structure, C14H19BrI2N3O4PtS2Si in a non-equilibrium geometry. The level of theory is the ωB97M-V functional and the def2-TZVPD basis.

Values from the calculation:
M	914.3	g mol⁻¹
orbital gap	4.50	eV
energy above the lowest of the compared OMol25 structures with the same formula, charge and spin	38.55	kcal per mole
HOMO level	-11.02	eV
calculated total energy	-146519.7183	eV
charge	+1

```
47
C14H19BrI2N3O4PtS2Si | the Open Molecules 2025 dataset | the ωB97M-V functional and the def2-TZVPD basis
Pt 1.14240 0.41029 -0.21889
O 2.93965 0.02157 5.68757
C 2.53648 0.09802 4.42316
C 1.19918 0.17040 4.03190
C 0.91416 0.23639 2.69288
N 1.85718 0.23760 1.73175
C 3.14324 0.17687 2.11816
Br 4.51718 0.21662 0.83578
C 3.52167 0.10116 3.43752
H 2.19695 0.05562 6.30425
H 0.39505 0.18499 4.75486
H -0.10567 0.29826 2.34706
H 4.56462 0.05390 3.71120
C 2.20697 1.14231 -3.57152
C 0.75099 0.94944 -3.28235
C -0.20059 1.11790 -4.24929
C -1.54850 0.83586 -3.96791
C -1.92256 0.33724 -2.74922
C -0.92020 0.16191 -1.78251
N 0.34139 0.51825 -2.06279
N -0.98760 -0.36722 -0.55029
Si -2.26009 -1.32924 0.19742
C -2.62575 -2.71823 -1.00422
C -1.54756 -1.97050 1.80499
C -3.77315 -0.28720 0.49155
H 2.53830 0.34668 -4.24218
H 2.81690 1.11770 -2.67321
H 2.36999 2.09108 -4.07881
H 0.10549 1.47351 -5.22191
H -2.29591 0.98983 -4.73470
H -2.94584 0.08251 -2.51772
H -1.70537 -3.12357 -1.41444
H -3.24473 -2.37233 -1.83284
H -3.15717 -3.53292 -0.50699
H -0.48217 -2.18700 1.71433
H -2.04699 -2.89876 2.08901
H -1.69196 -1.26144 2.62157
H -4.25331 0.02187 -0.43678
H -3.52082 0.61242 1.05494
H -4.50045 -0.85728 1.07477
O -0.03706 1.88918 0.59801
S 0.39591 3.16553 -0.18876
O -0.20357 3.20101 -1.48382
O 0.41024 4.35007 0.59483
S 2.34915 2.43269 -0.37674
I 2.07973 -1.92265 -0.90505
I 0.68422 -4.27036 -0.26457
```

Löwdin atomic charge list, values in e, 2 entries: number 1, Pt, carries 0.8951; number 2, O, carries 0.1329